(1)
The following is a quantum chemistry calculation of the ion C12H14BrClNO5S with charge +1 at a distorted geometry, from the OMol25 dataset.

Structure (ORCA input):
```
! wB97M-V def2-TZVPD RIJCOSX def2/J DEFGRID3
* xyz 1 1
Br 2.1660 -3.8376 -0.8982
Cl -1.3599 3.8738 -1.1368
S -0.9064 -1.0566 -1.5270
O -1.1504 -2.4914 -1.4028
O 1.7566 -1.7323 0.9252
O -1.8517 -0.5455 -2.5354
O -2.1672 -3.0441 1.1453
O -0.3053 -2.8935 2.3697
N -1.0319 2.0495 1.2518
C 0.8846 2.2698 -1.5006
C -1.3092 -2.3361 1.5565
C 1.5050 -2.8718 0.7011
C -1.2334 1.4379 2.4788
C 0.7817 -0.8931 -2.2628
C -0.9411 1.3545 0.0688
C -1.0205 -0.1256 0.0386
C -1.3234 0.0080 2.6044
C -1.2142 -0.7905 1.3534
C 1.5710 3.4673 -0.7124
C 0.5803 -3.7625 1.6426
C -0.7055 2.1815 -1.2432
H 1.0252 3.5709 0.2625
H 1.0678 2.3197 -2.6056
H -0.9522 3.0743 1.2879
H -0.0089 -4.4835 1.0170
H -1.4546 -0.4698 3.6048
H 2.6213 3.1432 -0.4754
H 1.0023 -1.8303 -2.8454
H -1.2140 1.7131 -2.1312
H -1.3301 2.0603 3.3968
H 1.5817 4.4237 -1.2984
H 1.2158 -4.3096 2.3897
H 1.3050 1.3306 -1.0383
H 0.8389 -0.0454 -2.9942
H 1.5769 -0.7589 -1.4871
*
```

Properties
DFT total energy: -4328.66313 hartree
SMILES: CC[C@H](Cl)c1[nH+]ccc(C(=O)OCC(=O)Br)c1S(C)(=O)=O

(2)
The following is a quantum chemistry calculation of an isolated molecule of C4H5ClO at a distorted geometry, from the OMol25 dataset.

Structure (ORCA input):
```
! wB97M-V def2-TZVPD RIJCOSX def2/J DEFGRID3
* xyz 0 1
Cl 0.2238 -3.0756 -0.8943
O 1.3523 -1.4872 1.0344
C -0.2773 0.9803 0.6819
C -0.4071 -0.3307 -0.0634
C 0.5550 -1.3143 0.2058
C -0.0854 1.0052 -0.7597
H -1.0219 1.5121 1.2392
H -0.6515 1.4157 -1.5388
H -1.3831 -0.7593 -0.1437
H 0.9660 0.9524 -0.9820
H 0.7291 1.1013 1.2205
*
```

Properties
DFT total energy: -690.79039 hartree
energy above the lowest of the compared OMol25 structures with the same formula, charge and spin: 19.26 kcal per mole
SMILES: O=C(Cl)C1CC1

(3)
The following is a quantum chemistry calculation of a structure of composition C19H19F2FeN at a distorted geometry, from the OMol25 dataset.

Structure (ORCA input):
```
! wB97M-V def2-TZVPD RIJCOSX def2/J DEFGRID3
* xyz 0 5
Fe -0.0511 1.4308 0.1655
F 1.1919 -1.8016 4.2463
F 3.5294 2.2194 3.2850
N 1.3661 2.4089 -0.4128
C 0.9372 0.4578 1.3959
C 1.9702 1.3993 1.6647
C 2.6329 4.0726 -1.5549
C -1.9185 -0.1128 -1.1191
C 1.6076 3.1272 -1.5368
C -1.4027 -3.3795 -0.2945
C -1.4058 -0.8129 -2.2479
C -2.5761 -2.9456 0.1745
C 1.4151 -0.7230 3.4099
C -3.5882 -2.0798 -0.5184
C 2.2441 2.4239 0.6648
C 3.2670 3.3590 0.6666
C -0.8231 -3.1457 -1.6583
C 0.7015 -0.6493 2.2011
C 3.4308 4.2254 -0.4195
C -1.5986 -2.2021 -2.6213
C 2.6140 1.2676 2.9046
C 2.3285 0.2471 3.8074
C -3.2432 -0.5780 -0.4823
H 0.0039 -1.4396 1.9230
H -4.5412 -2.2057 0.0267
H -1.0172 0.1503 -0.1060
H -2.0664 0.9479 -1.4160
H -1.1377 -2.3102 -3.6157
H -2.6465 -2.4992 -2.7380
H 2.8122 0.2069 4.7729
H 2.7975 4.6805 -2.4376
H -3.8031 -2.4241 -1.5380
H -0.6328 -0.2740 -2.8068
H 0.9879 2.9289 -2.4138
H -4.0744 -0.0271 -0.9759
H -2.9089 -3.2516 1.1805
H -0.7460 -3.9793 0.3554
H 0.2008 -2.7501 -1.5146
H -3.2661 -0.2555 0.5738
H 4.1926 4.9972 -0.3701
H 3.9155 3.4215 1.5299
H -0.6991 -4.1252 -2.1502
*
```

Properties
DFT total energy: -2253.35323 hartree
⟨S²⟩: 6.064

(4)
The following is a quantum chemistry calculation of a cluster of 2 separate species, H5NS in total at a distorted geometry, from the OMol25 dataset.

Structure (ORCA input):
```
! wB97M-V def2-TZVPD RIJCOSX def2/J DEFGRID3
* xyz 0 1
S 0.9665 -2.2109 -2.7814
N -0.0871 0.9340 1.1464
H 0.8350 0.9362 0.6956
H -0.3403 1.7468 1.7168
H -0.3061 -2.5643 -2.8009
H -0.2974 0.0634 1.6378
H -0.7706 1.0948 0.3858
*
```

Properties
DFT total energy: -455.80101 hartree
energy above the lowest of the compared OMol25 structures with the same formula, charge and spin: 79.96 kcal per mole

(5)
The following is a quantum chemistry calculation of the ion C5H9N2 with charge +1 at a distorted geometry, from the OMol25 dataset.

Structure (ORCA input):
```
! wB97M-V def2-TZVPD RIJCOSX def2/J DEFGRID3
* xyz 1 1
N 0.1243 -0.9919 -0.2916
N -1.5680 1.2853 0.2710
C -0.1714 1.7270 0.0515
C 1.0492 -0.4634 0.3945
C -2.0978 0.1879 -0.0456
C 0.7659 0.8844 0.9611
C 0.0749 -2.1714 -1.0123
H 0.0888 0.6842 1.7631
H 0.2708 -3.0692 -0.4532
H 1.9993 -1.1084 0.5212
H -0.1130 2.7651 0.3551
H -0.8744 -2.4952 -1.3931
H -2.1717 2.0163 0.4906
H 0.0924 1.4404 -1.0798
H 1.6632 1.4551 1.2581
H 0.8676 -2.1461 -1.7906
*
```

Properties
DFT total energy: -305.00379 hartree
energy above the lowest of the compared OMol25 structures with the same formula, charge and spin: 141.97 kcal per mole

(6)
The following is a quantum chemistry calculation of a structure of composition C21H21BF12N3O2Rh at a distorted geometry, from the OMol25 dataset.

Structure (ORCA input):
```
! wB97M-V def2-TZVPD RIJCOSX def2/J DEFGRID3
* xyz 0 1
Rh 0.2531 0.4635 0.0094
F 0.2232 1.7857 -5.0635
F 2.7817 -1.9864 -6.1526
F 2.2114 2.8362 0.3917
F 2.2737 0.3595 2.5719
F 3.0435 1.4088 -1.0859
F 2.4689 -2.9358 -3.5879
F -1.5352 -1.8107 5.7407
F 1.5692 0.3676 -6.8057
F 1.0818 -2.4304 6.1304
F -2.2785 -0.2166 3.7547
F 2.9699 -1.3750 4.4814
F 1.1394 -1.5582 -1.7829
O -1.4559 -1.2913 0.4768
O 1.2045 -1.6642 0.9279
N -0.3058 1.0153 2.0333
N 0.0729 0.9622 -2.2574
N -1.3326 2.2621 -0.2988
C 0.8126 0.6574 -4.6069
C -1.3426 2.8982 1.0190
C 1.4978 -0.0843 -5.5504
C -0.6027 -1.2868 4.9464
C 0.6824 0.2667 -3.2453
C -0.8963 -2.5860 0.3193
C 1.9506 -1.7529 -3.9415
C -0.6728 3.0850 -1.3094
C 0.7271 -1.6121 5.1485
C -1.4998 1.8257 2.0793
C 1.6844 -1.0691 4.3035
C 2.0986 -1.2868 -5.2343
C 1.2616 -1.0108 -3.0126
C 2.5793 -2.0269 0.9124
C -0.0333 0.1515 3.0416
C -2.6895 1.9307 -0.7289
C 0.3136 -2.7164 1.2160
C 1.3132 -0.2045 3.3009
C -2.7209 -1.1913 -0.1546
C -0.4198 2.2883 -2.5797
C -0.9695 -0.4397 3.9205
B 2.0707 1.6526 -0.2129
H -1.6076 2.2872 3.0661
H -2.6251 -1.2123 -1.2453
H -1.3432 2.2171 -3.1687
H 0.7768 -3.6894 1.0314
H 3.1408 -1.1385 0.6382
H -2.1396 3.6497 1.0905
H -1.6278 -3.3501 0.6098
H -3.1690 -0.2526 0.1569
H -3.3696 -2.0158 0.1574
H 2.7635 -2.8130 0.1751
H 2.9030 -2.3732 1.8985
H -0.6148 -2.7472 -0.7267
H -1.2807 3.9680 -1.5525
H -2.6594 1.2395 -1.5694
H -3.2420 1.4675 0.0843
H -3.2285 2.8394 -1.0241
H -0.3787 3.3823 1.1773
H 0.0015 -2.6595 2.2663
H -2.4052 1.2383 1.8972
H 0.2784 3.4242 -0.9007
H 0.2975 2.8577 -3.1759
*
```

Properties
DFT total energy: -2461.28898 hartree